15
Properties=species:S:1:pos:R:3:forces:R:3:nbo_charge:R:1 method="wB97M-V/def2-TZVPD" energy_ha=-283.7950 max_force_ev_per_a=4.9 e_homo_ev="-7.47 / -7.47" orbital_gap_ev="8.10 / 8.11" de_lowest_kcal_mol=118.01 mol_weight_g_mol=87.1 spin_multiplicity=1
C -0.556 0.332 0.819 -1.6938 -1.5446 1.2220 0.058
C -0.761 1.684 0.247 -0.1937 -0.0709 -0.4910 -0.669
N 0.784 -0.629 -0.771 -0.6239 -1.3041 -0.1993 -0.545
N 2.093 -1.130 -0.592 -0.2661 0.0212 -0.2588 -0.645
C -0.341 -0.974 0.181 3.4001 3.1744 -1.4091 0.021
N -1.674 -0.957 -0.219 -0.5046 0.6016 1.2633 -0.636
H 0.527 -0.177 -1.644 0.4820 -0.8079 0.1086 0.367
H -0.413 0.350 1.898 -0.9831 -0.1330 0.2756 0.188
H 2.644 -0.503 -0.012 -0.2210 -0.0322 0.1274 0.329
H 2.060 -2.030 -0.116 -0.0320 0.0960 -0.3649 0.340
H -1.833 -0.332 -1.008 0.2920 0.0275 0.0551 0.330
H -0.055 -1.781 0.859 -0.0668 0.0280 -0.2159 0.187
H 0.113 2.315 0.435 0.0668 -0.0907 -0.0570 0.233
H -1.609 2.169 0.745 0.1463 -0.0858 -0.0821 0.231
H -0.978 1.662 -0.822 0.1977 0.1205 0.0260 0.212



73
Properties=species:S:1:pos:R:3:forces:R:3:lowdin_charge:R:1 method="wB97M-V/def2-TZVPD" energy_ha=-5397.5467 max_force_ev_per_a=1.1 e_homo_ev=-10.34 orbital_gap_ev=6.18 de_lowest_kcal_mol=20.64 charge=+1 mol_weight_g_mol=861.5 spin_multiplicity=1
Ga 0.796 0.358 0.019 -0.6822 -0.6510 -0.6174 0.264
O -1.341 -1.709 6.004 0.0542 -0.2796 0.0019 0.010
C -1.716 -0.614 5.578 -0.2871 0.1344 0.2645 -0.691
O -2.245 0.375 6.098 -0.0361 0.0955 -0.0188 0.001
C -1.403 -0.420 4.079 0.4970 0.0216 -0.3407 -0.030
C -1.376 0.864 3.535 -0.1409 -0.0401 -0.0523 0.094
C -0.850 1.036 2.277 0.0896 0.1174 -0.1153 -0.168
N -0.413 0.000 1.549 0.0991 0.0106 0.3298 0.061
C -0.488 -1.251 2.033 -0.0636 -0.1473 -0.3017 -0.170
C -0.963 -1.492 3.299 -0.1339 0.0422 0.1133 0.094
C -0.045 -2.278 1.052 -0.1127 0.2983 0.1147 -0.176
C -0.156 -3.641 1.250 -0.0054 -0.0204 -0.0273 0.035
C 0.218 -4.485 0.216 0.0182 0.0034 -0.0320 -0.006
C 0.675 -3.945 -0.977 -0.0364 0.0185 0.0219 -0.006
C 0.780 -2.571 -1.089 0.0850 -0.0460 0.1394 -0.072
N 0.433 -1.758 -0.088 0.0947 -0.2107 0.0115 0.056
C -0.656 2.334 1.589 0.0151 -0.1639 0.0893 -0.177
C -1.362 3.480 1.911 0.0688 0.0245 -0.0096 0.038
C -1.140 4.626 1.168 -0.0269 0.0171 0.0109 0.000
C -0.213 4.601 0.135 0.0479 -0.0544 0.0123 -0.006
C 0.454 3.423 -0.127 0.0467 0.0442 0.1012 -0.132
N 0.232 2.307 0.581 0.1476 0.1607 0.0168 0.036
H -1.733 1.676 4.154 0.0159 0.0124 0.0578 0.133
H -0.981 -2.475 3.750 0.0157 0.0023 0.0413 0.132
H -0.535 -4.032 2.183 0.0031 0.0034 0.0056 0.128
H 0.148 -5.557 0.341 -0.0151 -0.0161 -0.0093 0.126
H 0.957 -4.572 -1.810 0.0183 -0.0212 -0.0112 0.121
H 1.164 -2.106 -1.986 0.0262 0.0001 0.0181 0.099
H -2.077 3.461 2.721 -0.0123 0.0038 0.0079 0.132
H -1.689 5.530 1.390 0.0069 0.0213 0.0121 0.128
H 0.000 5.477 -0.458 -0.0127 0.0181 -0.0182 0.124
H 1.196 3.362 -0.911 0.0244 -0.0291 -0.0591 0.087
C -0.224 -2.684 -5.804 -0.0144 -0.0257 -0.0044 -0.064
C 1.013 -2.123 -5.522 0.0420 0.0003 0.0326 -0.064
C 1.121 -1.106 -4.583 -0.0505 -0.0601 -0.0328 -0.117
C -0.022 -0.655 -3.928 -0.0464 -0.1205 -0.2072 -0.379
C -1.264 -1.222 -4.206 0.0458 -0.0724 -0.0364 -0.120
C -1.361 -2.236 -5.148 0.0047 0.0046 0.0354 -0.066
Sb 0.059 0.891 -2.526 -0.2089 0.1783 0.2352 1.658
C -1.793 1.830 -2.777 -0.1944 0.0507 -0.0676 -0.387
C -2.203 2.306 -4.023 -0.0298 -0.0077 0.0123 -0.124
C -3.448 2.898 -4.162 -0.0074 -0.0115 0.0266 -0.060
C -4.292 3.014 -3.064 0.0009 -0.0029 -0.0084 -0.060
C -3.896 2.532 -1.826 0.0182 -0.0011 0.0029 -0.068
C -2.648 1.939 -1.684 0.0115 0.0254 0.0493 -0.131
C 1.429 2.283 -3.311 0.1040 0.0668 -0.1038 -0.356
C 0.998 3.560 -3.664 0.0118 0.0074 -0.0154 -0.132
C 1.905 4.490 -4.154 -0.0154 -0.0296 0.0182 -0.066
C 3.242 4.150 -4.295 0.0046 0.0044 0.0061 -0.061
C 3.675 2.880 -3.944 -0.0064 -0.0083 0.0119 -0.056
C 2.776 1.947 -3.448 0.0024 0.0309 0.0430 -0.121
H -0.302 -3.473 -6.540 -0.0040 -0.0103 -0.0208 0.112
H 1.897 -2.474 -6.037 0.0173 0.0041 -0.0080 0.113
H 2.094 -0.678 -4.379 -0.0014 0.0377 0.0120 0.097
H -2.160 -0.874 -3.705 -0.0029 0.0353 0.0020 0.101
H -2.326 -2.672 -5.372 -0.0104 -0.0070 -0.0010 0.112
H -1.559 2.213 -4.889 0.0297 -0.0180 -0.0109 0.112
H -3.767 3.263 -5.128 0.0066 0.0138 -0.0298 0.114
H -5.264 3.473 -3.177 -0.0226 0.0117 -0.0082 0.113
H -4.559 2.611 -0.975 -0.0119 -0.0054 0.0231 0.112
H -2.357 1.551 -0.712 0.0140 0.0013 -0.0180 0.085
H -0.044 3.841 -3.565 -0.0173 -0.0130 0.0139 0.091
H 1.563 5.478 -4.431 -0.0071 0.0278 -0.0111 0.112
H 3.947 4.874 -4.678 0.0187 0.0230 -0.0170 0.113
H 4.718 2.613 -4.050 0.0303 -0.0136 -0.0016 0.116
H 3.143 0.971 -3.159 -0.0085 -0.0350 -0.0002 0.082
Cl 3.616 2.403 0.511 -0.0223 -0.1745 -0.0130 0.689
C 3.943 0.664 0.708 -0.4745 0.1536 0.2238 -1.434
Cl 2.732 -0.033 1.896 0.2439 0.3266 0.0616 0.745
Cl 5.541 0.420 1.279 0.2226 -0.1736 0.0774 0.736
C 3.635 -0.052 -0.632 -0.2142 -0.2332 -0.1006 -0.738
O 4.515 -0.532 -1.276 0.2334 0.0257 -0.2251 0.121
O 2.363 -0.083 -0.959 0.4994 0.6240 0.2969 -0.194



19
Properties=species:S:1:pos:R:3:forces:R:3:nbo_charge:R:1 method="wB97M-V/def2-TZVPD" energy_ha=-327.4891 max_force_ev_per_a=2.9 e_homo_ev="4.39 / 0.59" orbital_gap_ev="2.85 / 6.50" de_lowest_kcal_mol=28.25 s2=0.75 charge=-2 mol_weight_g_mol=102.2 spin_multiplicity=2
C 0.534 0.962 1.658 -2.0066 -0.4987 0.6797 -0.647
C 0.709 -0.204 0.686 0.5614 0.3054 0.0224 -0.265
C -0.607 -0.683 0.042 -0.4721 1.2508 0.0693 -0.458
C -0.739 -0.512 -1.505 0.2976 -1.1041 1.8303 -0.456
C -0.754 0.984 -1.850 -1.6443 0.0381 -2.3564 0.010
O 0.385 1.646 -1.886 -0.1593 0.2568 0.6891 -0.932
N 1.250 -1.319 1.497 0.9092 -0.6264 -0.5014 -1.222
H -0.205 1.708 1.337 0.5538 0.2328 -0.6678 0.193
H 1.422 1.434 2.072 0.2440 -0.1246 -0.1933 0.182
H -0.048 0.498 2.472 0.4852 0.1042 0.3667 0.178
H 1.365 0.155 -0.104 0.1766 -0.3201 -0.1841 0.201
H -1.420 -0.016 0.365 0.0237 -0.1843 0.5519 0.168
H -0.780 -1.651 0.513 -0.2538 -0.2517 -0.5453 0.192
H 0.051 -1.149 -1.917 0.1773 0.5853 -0.6354 0.178
H -1.689 -0.991 -1.774 -0.1337 0.1679 -0.1714 0.159
H -1.747 1.375 -1.391 1.0268 0.2424 1.5708 0.035
H -1.384 1.072 -2.828 0.8625 -0.6240 -0.7961 0.008
H 2.245 -1.170 1.726 -0.1596 0.5740 0.3426 0.228
H 1.412 -2.139 0.889 -0.4889 -0.0239 -0.0715 0.249



8
Properties=species:S:1:pos:R:3:forces:R:3:nbo_charge:R:1 method="wB97M-V/def2-TZVPD" energy_ha=-466.0499 max_force_ev_per_a=7.0 e_homo_ev=-4.18 orbital_gap_ev=7.12 de_lowest_kcal_mol=109.79 charge=-1 mol_weight_g_mol=114.0 spin_multiplicity=1
C -1.683 -0.990 -0.911 -1.4338 -1.1821 -1.4015 0.170
C -1.100 -0.205 0.080 5.9170 3.1509 2.1782 0.534
N -2.223 -1.535 -1.773 0.4252 0.0894 0.2591 -0.274
N 0.880 -0.263 -0.110 -4.8739 -2.9546 -1.5434 -0.410
N 1.612 0.607 0.433 0.7106 0.5777 0.3729 0.528
O 2.809 0.231 0.468 0.6937 0.4179 0.2725 -0.545
O -1.551 0.441 0.973 -0.9433 -0.8728 -0.5843 -0.462
O 1.257 1.714 0.841 -0.4955 0.7736 0.4466 -0.541



12
Properties=species:S:1:pos:R:3:forces:R:3:nbo_charge:R:1 method="wB97M-V/def2-TZVPD" energy_ha=-683.4954 max_force_ev_per_a=5.9 e_homo_ev=-8.40 orbital_gap_ev=7.44 de_lowest_kcal_mol=70.58 mol_weight_g_mol=115.2 spin_multiplicity=1
C -2.157 1.294 0.107 4.0588 4.2149 0.3531 0.037
C -0.407 -1.269 0.220 -2.2367 -2.5236 1.1081 0.911
C 1.421 -0.084 -0.636 -1.7385 -1.3349 -0.4405 -0.568
C 0.357 -0.136 0.545 1.4780 0.6754 -0.9977 -0.671
N -1.313 2.165 0.267 -3.8448 -3.2299 -0.3713 -0.538
O -0.755 -2.362 0.081 1.3185 2.3642 -0.0379 -0.348
S -2.971 -0.070 -0.214 0.1682 -0.6696 0.0858 -0.188
H 0.875 0.040 -1.635 1.2787 -0.7811 1.2421 0.247
H 1.974 0.771 -0.463 1.0663 1.9482 0.1946 0.233
H 2.116 -0.938 -0.379 -0.8614 0.6233 -1.4232 0.220
H -0.210 0.811 0.757 -0.1395 -0.3489 -0.7526 0.365
H 1.071 -0.222 1.348 -0.5476 -0.9381 1.0396 0.299



15
Properties=species:S:1:pos:R:3:forces:R:3:nbo_charge:R:1 method="wB97M-V/def2-TZVPD" energy_ha=-287.7181 max_force_ev_per_a=1.9 smiles="CN(C)/C=C/O" e_homo_ev=-7.82 orbital_gap_ev=8.81 de_lowest_kcal_mol=71.73 mol_weight_g_mol=87.1 spin_multiplicity=1
C -1.304 -0.847 0.303 -0.1120 -0.1135 0.1245 -0.403
N -0.403 0.299 0.371 -0.0573 0.2442 0.2822 -0.448
C -0.993 1.486 -0.195 -0.1978 0.3201 0.0212 -0.411
C 0.877 0.062 -0.129 0.0407 0.6045 0.7593 -0.207
C 1.884 -0.529 0.540 -0.5964 0.2622 0.1075 0.142
O 2.712 -1.219 -0.286 -0.1113 0.1877 -0.6196 -0.665
H -1.616 -1.106 -0.728 0.1374 0.1664 0.1246 0.165
H -2.205 -0.614 0.880 0.0905 -0.0689 -0.0891 0.198
H -0.836 -1.732 0.742 -0.0187 0.2103 -0.0407 0.209
H -1.907 1.724 0.353 -0.0015 0.1107 -0.1215 0.202
H -0.290 2.315 -0.090 -0.1839 -0.0251 -0.0038 0.206
H -1.243 1.373 -1.268 0.0445 -0.0281 0.1701 0.165
H 1.178 0.517 -1.083 -0.4532 -0.6528 -0.4318 0.171
H 2.110 -0.516 1.600 -0.3129 -0.4447 -0.0663 0.195
H 2.037 -1.213 -1.011 1.7318 -0.7729 -0.2166 0.482